1.
5
Properties=species:S:1:pos:R:3:forces:R:3:lowdin_charge:R:1 method="wB97M-V/def2-TZVPD" total_charge=0 e_tot_ha=-751.69480 orbital_gap_ev=8.144 fmax_ha_per_bohr=0.061
N -1.46433 0.83207 0.31035 -0.16 -0.44 1.62 -0.497
S -0.64508 1.77693 -0.41634 1.40 2.12 -1.82 0.592
I 1.20449 -0.86985 -2.42475 1.05 -0.71 -1.67 0.488
H 0.45548 -0.36663 -1.19805 -0.92 0.45 1.55 -0.511
H 0.49033 2.79276 0.19098 -1.38 -1.42 0.32 -0.071

---

2.
32
Properties=species:S:1:pos:R:3:forces:R:3:lowdin_charge:R:1 method="wB97M-V/def2-TZVPD" total_charge=0 e_tot_ha=-1237.72219 orbital_gap_ev=9.034 smiles="C[Si](C)(C)/C=C/P[Si](C)(C)C" fmax_ha_per_bohr=0.094
C 0.44244 -1.40513 -0.29393 3.01 -3.37 1.71 -0.251
C -0.35653 -0.69119 -0.98662 -1.69 2.32 -1.55 -0.590
C 2.77333 -0.85476 1.72044 -1.54 1.93 -0.46 -0.171
C 3.06157 -0.24369 -1.38729 0.38 -0.26 1.06 -0.169
C 2.92088 -3.13736 -0.17661 -1.69 1.64 -0.46 -0.170
C -4.16403 1.84812 -0.73133 -0.38 1.66 2.32 -0.234
C -1.09981 2.61491 -0.38078 -1.12 1.15 1.90 -0.229
C -2.40231 1.09370 1.83369 0.99 0.40 -2.81 -0.183
Si 2.33537 -1.32664 -0.06489 -0.54 -0.84 0.11 0.568
Si -2.45240 1.34031 -0.10341 0.80 -0.39 0.87 0.359
P -2.12936 -0.58365 -1.27166 -0.67 -1.13 0.58 0.739
H 0.11993 -2.40019 0.03175 -0.53 0.31 0.67 0.062
H 0.09970 0.12054 -1.52045 0.18 0.86 -0.24 0.025
H 1.97661 -0.25586 2.20715 -0.16 -0.36 -0.46 0.033
H 2.88665 -1.67155 2.36248 0.34 -1.55 0.79 -0.001
H 3.58162 -0.17801 1.89220 1.11 0.21 -0.35 0.014
H 3.18494 -0.73690 -2.30106 -0.08 -1.26 -1.46 0.013
H 2.40796 0.55772 -1.61697 -0.43 1.23 0.05 0.009
H 4.06720 0.06736 -1.16304 0.31 0.62 0.39 0.030
H 2.59017 -3.61955 0.70338 -0.11 -0.69 1.08 0.015
H 2.56028 -3.68605 -1.01115 -0.67 -0.37 -0.88 0.021
H 3.94601 -3.15153 -0.28337 2.48 -0.12 0.23 -0.002
H -4.71951 2.14872 0.24499 0.40 -0.88 -1.62 0.059
H -4.38390 2.68272 -1.39561 0.80 0.33 -0.02 0.023
H -4.60019 1.03745 -1.25603 -0.70 -1.13 0.05 -0.018
H -1.65424 3.51798 0.08613 1.03 -1.03 -0.49 0.058
H -0.10424 2.52444 0.12951 -1.04 -0.15 -0.68 0.048
H -1.07337 2.85745 -1.40624 0.64 0.33 -1.33 -0.006
H -1.40689 0.87887 2.19377 0.49 0.62 -0.01 0.023
H -2.84963 1.99093 2.17928 -0.38 0.59 1.04 0.008
H -2.89352 0.20650 2.02391 -1.81 -1.58 0.80 -0.019
H -2.66475 -1.54568 -0.25825 0.57 0.92 -0.82 -0.064

---

3.
118
Properties=species:S:1:pos:R:3:forces:R:3:lowdin_charge:R:1 method="wB97M-V/def2-TZVPD" total_charge=-1 e_tot_ha=-2189.76068 orbital_gap_ev=6.583 fmax_ha_per_bohr=0.048
C 4.68908 -2.12959 3.12837 0.21 0.52 0.24 -0.004
C 4.49451 -0.65766 3.53348 0.11 -0.90 0.18 -0.529
O 4.26561 -0.37750 4.69945 0.23 0.26 -0.74 0.046
N 4.65007 0.26565 2.50848 -0.62 0.13 1.08 0.037
C 4.02389 1.57916 2.76358 -0.34 -0.08 -0.46 -0.179
C 2.49473 1.50446 2.49126 -0.10 0.94 -0.14 -0.164
C 1.97111 2.52697 1.43831 0.11 -0.19 0.43 -0.202
C 0.85417 1.93835 0.56411 -0.35 1.05 -0.86 -0.146
C -0.43010 1.63231 1.35396 0.28 0.19 1.68 -0.363
O -1.54011 2.48186 1.13923 0.53 -0.77 -0.36 -0.323
P -2.88244 1.72424 1.97668 -2.19 0.74 0.91 0.538
C -4.24330 0.76766 2.95033 0.63 0.76 -0.81 -0.308
C -3.81187 -0.16693 3.87522 0.23 -0.43 0.55 -0.121
C -4.70542 -0.88460 4.64804 -0.29 -0.16 0.03 -0.116
C -6.06676 -0.66553 4.47628 0.07 -0.63 0.73 -0.145
C -6.49787 0.26464 3.56537 -1.06 0.58 -0.52 -0.136
C -5.60112 0.98076 2.78603 0.26 -0.10 0.09 -0.112
O -2.38564 0.18076 1.29423 1.24 1.01 -0.06 -0.283
C -0.97082 0.16383 1.47767 -0.72 -0.67 -0.37 -0.356
C -0.39192 -0.97080 0.61235 -0.14 -0.73 0.99 -0.124
C -0.29731 -2.26773 1.47456 0.77 -0.04 -0.42 -0.128
C 0.85417 -3.18479 1.03776 -1.23 0.48 0.77 -0.224
C 1.28927 -3.27020 -0.26920 0.00 0.04 -0.61 -0.051
C 2.33856 -4.11411 -0.60984 -0.18 0.27 -0.17 -0.093
C 2.93449 -4.85578 0.38249 0.99 -0.89 0.05 -0.124
C 2.50200 -4.79398 1.69458 -0.03 0.08 0.50 -0.110
C 1.46216 -3.94774 2.02820 0.12 -0.19 -0.06 -0.055
H 4.18536 -2.73813 3.88276 -0.07 0.05 -0.29 0.076
H 4.32923 -2.34434 2.11601 0.03 -0.06 0.23 0.066
H 5.76018 -2.36895 3.19221 -0.22 0.10 -0.15 0.081
H 4.32507 -0.10765 1.62453 0.34 -0.05 -0.02 0.122
H 4.53732 2.30422 2.11884 -0.31 -0.09 0.02 0.106
H 4.17490 1.90784 3.79380 0.32 -0.44 -0.14 0.110
H 1.97445 1.71315 3.43359 0.03 -0.32 -0.18 0.112
H 2.18494 0.49968 2.17040 0.29 0.07 0.14 0.110
H 2.80194 2.89932 0.81728 -0.17 -0.28 0.00 0.099
H 1.59941 3.40956 1.98025 -0.05 -0.15 -0.25 0.116
H 0.59230 2.71426 -0.17531 0.01 -0.30 0.06 0.105
H 1.26075 1.09981 -0.01589 -0.21 0.01 0.20 0.098
H -0.12635 1.85633 2.39910 0.03 -0.19 -0.21 0.108
H -3.76661 2.05554 0.88243 0.16 -0.67 -0.33 0.002
H -3.35899 2.97586 2.55981 0.14 0.15 -0.01 -0.017
H -2.10825 1.59559 3.19132 0.66 -0.45 -0.36 0.028
H -2.74973 -0.35622 4.03042 -0.07 0.19 -0.22 0.090
H -4.37994 -1.62674 5.37615 0.09 0.14 -0.14 0.090
H -6.76803 -1.24169 5.07928 -0.02 0.19 -0.15 0.087
H -7.56825 0.45590 3.45458 0.19 -0.12 0.02 0.090
H -5.93197 1.70979 2.04574 -0.06 -0.10 0.14 0.094
H -0.85433 -0.10236 2.54153 0.58 -0.08 -0.25 0.107
H -1.07150 -1.17913 -0.22305 0.26 0.38 -0.01 0.121
H 0.62415 -0.79512 0.24102 -0.26 0.31 0.00 0.084
H -1.24644 -2.81887 1.49405 0.14 0.13 -0.12 0.128
H -0.07044 -2.02276 2.52170 -0.21 0.17 -0.24 0.104
H 0.80632 -2.67730 -1.04378 0.06 -0.08 0.17 0.113
H 2.68419 -4.17865 -1.63846 -0.04 0.00 0.16 0.101
H 3.77716 -5.51196 0.16045 -0.19 0.14 -0.12 0.099
H 2.99052 -5.37316 2.47729 -0.02 0.01 -0.23 0.091
H 1.11362 -3.86966 3.05700 0.07 0.00 -0.18 0.116
C -2.19556 2.95654 -1.79233 0.10 0.17 -0.28 -0.114
C -3.45551 3.80601 -1.69432 -0.02 -0.13 0.03 -0.264
C -4.59696 3.29873 -2.57462 -0.06 0.12 0.02 -0.226
C -4.30797 3.30524 -4.07722 0.06 -0.08 0.02 -0.231
C -3.92884 4.66717 -4.65624 -0.14 -0.02 -0.07 -0.279
C -5.03779 5.70627 -4.52473 0.15 0.10 -0.05 -0.114
H -1.78273 2.96021 -2.80723 -0.06 -0.01 -0.04 0.063
H -1.43203 3.34371 -1.12252 -0.03 -0.11 0.06 0.047
H -2.39962 1.92383 -1.50481 0.03 0.02 0.08 0.077
H -3.21897 4.84772 -1.93749 -0.04 0.01 -0.03 0.097
H -3.79353 3.80151 -0.65533 0.04 0.00 -0.01 0.091
H -5.49162 3.89730 -2.37310 -0.01 -0.02 -0.03 0.098
H -4.84846 2.27688 -2.27474 0.04 0.01 0.03 0.112
H -5.19268 2.92927 -4.60399 0.00 0.03 -0.03 0.106
H -3.50592 2.59453 -4.29641 0.00 0.00 0.03 0.099
H -3.69507 4.53997 -5.71869 0.03 0.00 0.01 0.084
H -3.01656 5.04274 -4.18452 0.00 -0.05 0.02 0.099
H -5.94600 5.37265 -5.03256 -0.02 -0.01 0.04 0.073
H -4.72995 6.65265 -4.97597 -0.06 0.02 0.01 0.058
H -5.28203 5.90605 -3.48079 -0.02 -0.02 -0.01 0.066
C 5.81164 -10.01841 6.47534 -0.11 -0.02 0.13 -0.115
C 4.43090 -10.35823 5.92262 0.15 -0.06 -0.09 -0.272
C 4.23090 -9.90196 4.47777 -0.12 0.00 -0.02 -0.231
C 4.31647 -8.39011 4.25958 0.11 0.04 0.06 -0.230
C 3.33177 -7.56122 5.08360 -0.08 -0.02 -0.15 -0.271
C 1.87233 -7.86445 4.75919 0.02 0.08 0.13 -0.109
H 5.98284 -8.94129 6.50061 0.02 -0.01 -0.02 0.065
H 5.91413 -10.39071 7.49630 0.06 0.02 -0.01 0.067
H 6.59720 -10.47668 5.87067 0.01 0.04 -0.02 0.073
H 3.65998 -9.92985 6.56851 -0.02 0.01 -0.03 0.098
H 4.29724 -11.44327 5.96308 -0.05 0.02 0.02 0.102
H 3.26232 -10.26692 4.12402 0.01 0.02 -0.01 0.100
H 4.98140 -10.38637 3.84438 0.01 -0.01 0.03 0.108
H 4.15274 -8.18330 3.19685 -0.02 0.01 0.01 0.107
H 5.33270 -8.04762 4.47672 0.00 -0.02 -0.01 0.100
H 3.51985 -6.50198 4.88606 0.03 -0.01 0.05 0.096
H 3.50858 -7.70847 6.15274 0.04 0.00 -0.01 0.098
H 1.66163 -7.67548 3.70424 -0.01 -0.03 0.00 0.071
H 1.21346 -7.22875 5.35273 -0.05 -0.02 -0.05 0.072
H 1.61403 -8.90146 4.98027 0.00 0.00 -0.02 0.064
C 1.82542 6.28024 -8.66136 -0.02 0.16 -0.09 -0.115
C 0.87921 7.16820 -7.85899 0.10 -0.12 0.09 -0.272
C -0.05454 6.37960 -6.94109 -0.09 0.09 0.02 -0.226
C -1.01465 5.42882 -7.65792 0.07 -0.08 -0.07 -0.224
C -1.92950 6.08649 -8.69059 -0.07 -0.01 0.12 -0.266
C -2.87424 7.12013 -8.08602 0.00 0.01 -0.15 -0.105
H 1.28183 5.61136 -9.33041 0.02 -0.02 0.02 0.064
H 2.48950 6.89079 -9.27632 0.03 -0.06 -0.01 0.066
H 2.44563 5.67313 -7.99884 -0.03 -0.04 -0.01 0.074
H 0.30201 7.80068 -8.53927 -0.02 -0.01 0.02 0.096
H 1.47693 7.84586 -7.24255 -0.04 0.03 -0.02 0.103
H -0.62727 7.08449 -6.33154 -0.01 -0.03 0.00 0.102
H 0.54702 5.79714 -6.23638 0.01 0.01 -0.01 0.111
H -1.63121 4.92839 -6.90534 -0.01 0.02 -0.01 0.095
H -0.44281 4.63637 -8.15010 0.01 0.00 0.02 0.101
H -2.52740 5.30614 -9.16996 0.04 0.00 -0.02 0.104
H -1.33763 6.55015 -9.48542 0.02 -0.02 0.01 0.096
H -3.50976 6.66448 -7.32353 0.03 0.03 0.04 0.060
H -3.52278 7.53840 -8.85829 -0.03 0.03 0.05 0.069
H -2.33015 7.94870 -7.62981 -0.02 -0.01 0.03 0.067

---

4.
46
Properties=species:S:1:pos:R:3:forces:R:3:lowdin_charge:R:1 method="wB97M-V/def2-TZVPD" total_charge=0 e_tot_ha=-1234.81768 orbital_gap_ev=8.123 smiles="CCCc1[nH]n(-c2ccc([N+](=O)[O-])cc2)c(=O)c1/C=N/Cc1cccnc1" fmax_ha_per_bohr=0.026
C -1.75616 -1.65312 -1.31572 0.06 -0.18 0.02 -0.088
C -1.08192 -2.57802 -0.31169 -0.08 0.18 -0.03 -0.233
H -1.75302 -3.40570 -0.07885 0.08 -0.07 0.03 0.109
H -0.17419 -3.00152 -0.75092 0.00 -0.11 0.02 0.100
C -0.74296 -1.85181 1.00010 -0.02 -0.34 -0.12 -0.124
C 0.23715 -0.75927 0.78741 0.09 0.56 0.17 -0.179
C 0.03842 0.59868 0.73338 0.48 -0.53 -0.11 -0.071
C -1.17540 1.34600 0.92196 -0.23 0.35 0.07 -0.087
N -2.26375 0.79246 1.24987 0.25 -0.28 0.07 0.044
C -3.45633 1.57770 1.38308 -0.20 0.21 0.07 -0.186
C -4.47143 1.05188 0.40301 -0.13 0.17 -0.13 -0.202
C -5.01096 1.84543 -0.59920 -0.01 -0.17 0.12 -0.027
C -5.91317 1.28511 -1.48984 0.01 -0.05 0.01 -0.062
C -6.22894 -0.05694 -1.35011 -0.11 0.26 -0.27 -0.158
N -5.71504 -0.82587 -0.40428 -0.11 -0.52 0.09 0.062
C -4.86491 -0.28329 0.44651 0.11 0.27 0.14 -0.129
H -4.46955 -0.94397 1.20691 0.10 -0.01 0.12 0.114
H -6.92213 -0.54408 -2.02309 -0.07 0.05 -0.10 0.101
H -6.35500 1.87673 -2.27679 -0.05 0.02 -0.08 0.100
H -4.73234 2.88713 -0.68085 0.04 0.08 0.00 0.112
H -3.28210 2.65352 1.21742 -0.07 -0.11 0.05 0.116
H -3.83251 1.43138 2.40258 0.01 0.15 -0.07 0.126
H -1.07229 2.42745 0.76042 -0.13 -0.01 0.02 0.136
C 1.30281 1.22985 0.41393 -0.06 -0.37 -0.07 -0.367
O 1.59264 2.39585 0.26019 0.04 0.39 0.02 0.068
N 2.21943 0.15659 0.30730 -0.47 0.10 -0.12 0.037
C 3.59196 0.20214 0.15346 0.62 -0.09 0.02 -0.159
C 4.19769 1.35198 -0.36926 -0.22 0.00 0.04 0.021
C 5.56171 1.39382 -0.54302 0.38 -0.27 0.05 0.024
C 6.33851 0.28864 -0.20585 -1.34 -0.07 0.22 -0.159
C 5.74940 -0.85399 0.32467 0.40 0.19 -0.17 0.009
C 4.38554 -0.89788 0.50573 -0.27 0.17 -0.05 -0.005
H 3.94528 -1.77779 0.94841 -0.02 -0.06 0.05 0.105
H 6.37459 -1.69141 0.59394 0.00 -0.02 0.01 0.122
N 7.75919 0.32663 -0.39899 0.62 -0.01 -0.08 -0.367
O 8.24252 1.34649 -0.84549 0.13 0.17 -0.08 0.081
O 8.39474 -0.66677 -0.10651 0.18 -0.15 0.04 0.075
H 6.04348 2.27152 -0.94518 -0.01 0.03 -0.02 0.124
H 3.58608 2.20278 -0.61729 -0.01 0.01 -0.03 0.107
N 1.55607 -1.01874 0.60650 0.05 -0.26 0.27 0.125
H 1.92271 -1.89406 0.26354 -0.05 0.16 -0.14 0.161
H -0.33611 -2.56979 1.71603 0.00 0.05 0.08 0.123
H -1.64845 -1.40068 1.40471 0.12 -0.10 0.06 0.098
H -2.01576 -2.20008 -2.21877 -0.04 0.01 -0.11 0.075
H -1.10035 -0.82918 -1.58812 0.03 0.12 -0.07 0.075
H -2.66513 -1.23578 -0.89125 -0.10 0.07 -0.01 0.054

---

5.
54
Properties=species:S:1:pos:R:3:forces:R:3:lowdin_spin:R:1 method="wB97M-V/def2-TZVPD" total_charge=+2 multiplicity=3 e_tot_ha=-2081.26858 orbital_gap_ev="5.897 / 5.727" fmax_ha_per_bohr=0.168
C 4.22929 -0.15649 -0.35956 -0.42 0.07 0.33 0.002
C 3.00038 0.26923 0.14409 0.60 -0.40 -0.50 -0.039
C 2.09778 0.92859 -0.74568 -0.62 -1.03 -0.14 -0.016
C 2.28864 0.80837 -2.14507 0.63 0.49 -0.26 -0.051
C 3.59076 0.54161 -2.59431 -0.63 -0.12 -0.10 0.009
C 4.55179 0.05189 -1.70715 -0.26 0.01 -0.49 -0.078
C 1.13313 1.01542 -3.10923 1.04 1.63 -0.26 -0.013
C 0.12941 1.98167 -2.48996 0.26 0.76 -0.42 -0.030
C -0.00826 2.10749 -1.08065 -0.46 -0.64 -0.38 -0.007
C -1.16212 2.75060 -0.52558 -0.31 -0.11 -0.66 -0.026
C -1.98490 3.48497 -1.37800 0.15 -0.27 0.39 0.006
C -1.66160 3.60526 -2.73666 0.17 -0.36 -0.25 -0.050
C -0.59203 2.88762 -3.28260 -0.11 -0.52 -0.03 0.007
H 4.94628 -0.67683 0.28032 -0.32 0.18 -0.12 0.001
H 3.79540 0.70213 -3.65966 0.07 -0.44 0.44 0.001
H 5.50151 -0.29748 -2.11475 -0.12 0.32 0.28 -0.003
H 1.54412 1.48094 -4.03814 -0.31 -0.22 0.60 -0.004
H -2.89371 3.96001 -0.99389 0.38 -0.20 -0.11 0.001
H -2.32683 4.15094 -3.40693 0.34 0.14 0.26 -0.002
H -0.32247 2.98099 -4.34406 -0.43 -0.17 0.47 0.001
N 0.91174 1.47934 -0.19653 -0.17 -0.63 -0.92 -0.180
Mo -0.19243 -0.13249 0.02564 3.20 2.77 -1.97 1.902
C 2.49813 -0.17343 1.48747 -0.19 -0.04 0.12 0.007
H 2.12004 0.68403 2.05913 0.21 -0.26 0.22 0.000
H 3.27419 -0.71935 2.03574 0.00 0.38 0.12 0.001
C -1.56984 2.40475 0.87960 -0.05 -0.07 0.46 0.020
H -0.75824 2.60470 1.59324 -0.33 0.14 0.01 0.000
H -2.49018 2.92435 1.16858 0.29 0.23 0.08 0.003
P 1.11047 -1.43580 1.34811 1.80 -0.96 1.73 0.067
P -2.02191 0.59975 1.06499 -2.60 1.48 1.68 0.074
C -3.64955 0.35452 0.38049 -0.11 -0.20 -0.39 0.020
H -3.83764 -0.72873 0.39183 -0.20 0.13 0.12 0.000
H -4.36130 0.89403 1.01658 0.01 -0.18 -0.18 0.002
H -3.69677 0.72101 -0.65009 -0.08 -0.02 0.14 0.000
C -2.15797 0.28547 2.82212 0.21 -0.20 0.03 0.032
H -3.04299 0.84294 3.16331 0.29 -0.29 0.20 0.004
H -2.27861 -0.80589 2.92732 -0.19 0.35 0.22 0.000
H -1.24215 0.62559 3.32637 -0.45 -0.06 0.03 0.000
C 1.80765 -2.92237 0.66222 -0.13 -0.14 -0.29 0.022
H 2.50811 -3.30771 1.40825 0.00 -0.16 -0.18 0.003
H 0.95779 -3.59795 0.51671 0.22 -0.15 0.07 0.000
H 2.30729 -2.72726 -0.29105 0.01 -0.08 0.15 0.000
C 0.65017 -1.74818 3.03627 -0.29 -0.12 0.00 0.028
H -0.17837 -2.46155 2.97516 0.13 -0.08 0.32 0.000
H 1.54099 -2.18250 3.49788 -0.23 0.00 0.29 0.004
H 0.33943 -0.82542 3.53398 0.20 -0.26 0.06 0.000
C -1.23513 -1.29317 -1.16399 -5.07 -5.92 -3.77 0.115
O -1.94081 -2.05186 -1.71300 3.47 3.83 2.32 0.157
H 0.71940 0.06675 -3.49724 -0.11 0.26 0.58 -0.008
F -1.20118 -3.23969 1.16384 0.77 0.91 -0.29 0.015
B -2.41780 -4.01754 1.29471 -0.89 -1.52 0.41 0.001
F -3.48203 -3.08113 1.33530 0.43 0.21 -0.11 0.000
F -2.52165 -4.86728 0.18822 0.17 0.79 0.46 0.000
F -2.32539 -4.74483 2.49630 0.03 0.80 -0.77 0.001